# 1
22
Properties=species:S:1:pos:R:3:forces:R:3:mulliken_charge:R:1 method="wB97M-V/def2-TZVPD" total_charge=-1 gap_ev=7.50 lumo_energy_ev=3.641
O -1.925 -0.976 1.515 0.703 -0.567 0.767 -0.87
O -1.005 1.210 1.035 0.524 -0.797 0.445 -0.77
O -0.458 -2.971 2.383 0.039 0.113 -0.159 -0.71
N 0.981 0.417 -1.378 0.301 0.067 -0.802 0.03
C -0.229 -0.360 -1.716 1.075 0.281 1.784 -0.80
C 0.745 1.630 -0.569 -0.185 -0.605 -0.618 -0.43
C 0.407 1.156 0.861 -2.777 -0.147 -0.380 -0.66
C 1.894 0.583 -2.492 0.857 -0.813 0.113 -1.02
H 1.503 0.888 -3.480 -0.324 0.586 0.305 0.32
H 0.795 1.775 1.642 1.127 0.599 0.407 0.34
H -2.774 -1.072 1.093 -0.078 0.349 -0.140 0.17
H -1.013 -2.156 2.173 -0.049 -0.416 -0.088 0.43
H -0.064 2.255 -1.061 0.377 -0.526 0.966 0.23
H -0.179 -3.249 1.502 -0.034 0.076 0.222 0.26
H 0.719 0.096 1.015 0.444 0.655 -0.286 0.26
H 2.709 1.210 -2.139 -0.130 0.671 -0.291 0.35
H 2.495 -0.317 -2.775 -0.825 -0.180 0.508 0.26
H 1.635 2.262 -0.592 0.293 -0.207 -0.009 0.42
H -0.850 0.176 -2.457 0.145 -0.653 -0.298 0.33
H -1.379 0.075 1.436 -0.878 0.971 -1.095 0.36
H -0.826 -0.486 -0.793 0.136 0.297 -0.393 0.13
H 0.185 -1.366 -1.895 -0.741 0.245 -0.960 0.35

# 2
22
Properties=species:S:1:pos:R:3:forces:R:3:mulliken_charge:R:1 method="wB97M-V/def2-TZVPD" total_charge=-1 gap_ev=8.03 lumo_energy_ev=3.871
O 0.175 -1.225 0.139 0.122 0.440 -0.591 -1.04
O 0.382 -2.272 2.460 -0.280 -1.032 -1.249 -0.73
O 0.837 -1.500 -2.478 -0.134 0.249 0.392 -0.71
N 1.485 1.503 -0.005 -1.252 -0.261 -0.445 -0.75
C 0.267 2.049 -0.710 3.053 0.989 -0.593 -0.74
C -1.086 1.950 -0.063 0.867 0.070 1.353 -0.61
C -1.283 0.629 0.716 -1.475 1.169 0.164 -0.37
C -1.046 -0.595 -0.130 0.547 -1.797 -1.071 -0.55
H 0.656 3.075 -0.861 -1.131 0.144 -0.052 0.41
H 1.776 -1.679 -2.447 0.247 -0.050 -0.099 0.28
H -2.321 0.752 1.076 0.023 -0.612 -0.151 0.30
H 0.634 -1.343 -1.501 -0.037 -0.398 -0.069 0.42
H 1.313 0.494 0.040 0.239 -0.110 0.562 0.43
H -1.875 2.053 -0.799 -0.162 0.055 -0.195 0.31
H 0.337 1.644 -1.717 -0.394 -0.438 -0.003 0.36
H 1.520 1.885 0.937 -0.081 -0.270 -0.029 0.21
H -1.067 -0.365 -1.232 -0.221 0.503 0.597 0.31
H 0.503 -1.363 2.679 0.207 1.011 0.510 0.27
H 0.265 -2.117 1.431 0.074 0.131 0.978 0.43
H -1.146 2.801 0.643 -0.333 -0.293 -0.182 0.33
H -0.724 0.563 1.654 0.401 0.100 -0.340 0.19
H -1.843 -1.364 -0.074 -0.281 0.400 0.514 0.26

# 3
22
Properties=species:S:1:pos:R:3:forces:R:3:mulliken_charge:R:1 method="wB97M-V/def2-TZVPD" total_charge=-2 gap_ev="2.14 / 6.75" s_squared=0.75 lumo_energy_ev="6.320 / 6.220" spin_multiplicity=2
O 1.389 1.254 -2.651 -0.981 -0.094 -0.315 -0.86
O -2.350 -0.203 -0.823 -0.479 0.449 -0.936 -0.88
O -1.528 -2.577 -1.281 0.040 -0.362 -0.808 -0.70
N -0.032 0.364 -0.466 0.195 -1.319 -2.286 -0.15
C 1.164 -1.198 1.088 0.581 1.156 -0.717 -2.00
C -1.566 0.663 -0.174 1.265 -2.537 0.312 -0.38
C 0.978 0.276 0.551 -1.355 0.831 2.922 0.57
C 0.508 1.124 1.791 1.421 1.051 -1.713 -4.16
H -0.155 0.581 2.467 -0.277 0.517 -0.262 0.46
H 2.137 -1.458 0.676 0.336 -0.776 0.437 0.18
H 1.897 0.803 0.197 -0.252 -0.901 0.164 0.58
H -2.199 -2.847 -0.650 0.053 0.191 0.117 0.28
H 1.125 -1.288 2.205 0.159 0.057 -1.124 0.90
H -1.643 0.455 0.918 -0.046 0.968 -0.239 0.26
H 0.140 -0.540 -1.002 -1.552 1.282 0.709 0.31
H 0.680 0.834 -2.058 0.889 0.528 0.421 0.34
H -1.787 -1.613 -1.449 0.002 -0.053 0.933 0.33
H -1.681 1.714 -0.468 -0.079 0.282 0.324 0.24
H 0.423 -1.797 0.554 -0.047 -0.245 0.461 0.19
H 0.831 1.913 -3.086 0.368 0.003 -0.041 0.38
H 1.412 1.404 2.305 0.501 -0.138 0.805 1.70
H 0.258 2.136 1.357 -0.743 -0.890 0.836 0.42

# 4
22
Properties=species:S:1:pos:R:3:forces:R:3:mulliken_charge:R:1 method="wB97M-V/def2-TZVPD" total_charge=+2 gap_ev="9.55 / 5.50" s_squared=0.76 lumo_energy_ev="-9.912 / -13.965" spin_multiplicity=2
O -0.091 -0.632 -1.979 0.047 -0.161 -0.292 -0.01
O 2.361 -2.275 1.052 0.617 -0.088 -0.330 -0.64
O 2.680 0.260 -1.562 0.203 0.062 -0.607 -0.63
N 0.772 -0.218 0.588 -3.025 -0.860 -1.714 -0.16
C -0.967 -0.368 -1.232 -0.267 0.148 -0.060 0.05
C -0.717 -0.156 0.263 0.059 0.952 1.254 0.02
C -1.351 1.207 0.659 0.060 -0.155 -0.208 -0.60
C -2.850 1.258 0.365 0.820 0.082 -0.220 -1.32
H -2.006 -0.161 -1.605 0.002 -0.168 0.088 0.47
H 1.063 -1.219 0.641 0.819 -0.114 0.799 0.43
H -2.991 1.394 -0.714 -0.299 0.045 0.037 0.43
H 3.627 0.467 -1.517 -0.115 0.029 0.616 0.31
H 0.845 0.285 1.468 1.012 0.155 -0.039 0.35
H -1.134 1.355 1.729 -0.125 -0.378 -0.020 0.49
H -1.311 -0.881 0.817 0.199 -0.683 -0.203 0.41
H -3.261 2.139 0.844 -0.219 0.152 0.019 0.37
H 3.219 -2.108 0.617 -0.449 -0.033 0.170 0.31
H 2.497 -3.131 1.483 -0.251 0.031 0.068 0.32
H -3.388 0.381 0.713 -0.076 -0.104 0.090 0.37
H 2.583 0.274 -2.527 -0.392 -0.106 0.116 0.30
H -0.804 2.005 0.176 0.035 0.396 -0.308 0.42
H 1.224 0.123 -0.278 1.346 0.798 0.743 0.31

# 5
22
Properties=species:S:1:pos:R:3:forces:R:3:mulliken_charge:R:1 method="wB97M-V/def2-TZVPD" total_charge=+2 gap_ev="8.89 / 5.28" s_squared=0.76 lumo_energy_ev="-9.972 / -13.581" spin_multiplicity=2
O 0.679 -0.622 -2.029 1.810 -0.939 -0.204 -0.07
O -2.540 1.551 -1.191 1.317 -0.626 -2.875 -0.62
O -0.659 -2.383 2.208 1.421 -1.944 -0.609 -0.68
N -0.958 0.145 0.598 -4.215 2.837 0.614 -0.18
C 0.005 1.123 1.193 -0.475 1.596 -0.539 -0.45
C 1.733 -0.726 -1.459 0.335 0.990 -0.997 0.32
C 1.130 1.224 0.081 -1.555 1.568 0.359 -0.76
C 1.777 -0.167 -0.065 0.769 -2.299 3.246 -0.36
H 1.969 1.854 0.403 -0.587 0.323 -0.250 0.36
H 0.548 1.711 -0.858 1.876 -1.359 1.858 0.38
H -1.031 -0.629 1.200 0.071 -2.425 0.717 0.24
H -0.647 2.046 1.432 1.752 -0.980 -0.792 0.33
H -0.775 -0.043 -0.379 -0.321 -0.338 0.048 0.23
H -0.175 -3.177 1.770 -1.403 1.881 1.229 0.32
H -0.760 -2.668 3.144 0.014 0.293 -0.794 0.34
H -2.299 1.469 -2.223 -1.413 0.719 3.535 0.33
H -3.176 2.264 -1.041 0.041 -0.010 -0.661 0.32
H 1.365 -1.020 0.648 -0.314 1.364 -1.522 0.18
H -2.035 0.578 0.604 3.348 -1.187 -0.546 0.49
H 0.357 0.774 2.168 0.076 -0.271 -0.336 0.37
H 2.811 -0.364 0.372 -0.698 1.274 -1.151 0.49
H 2.840 -0.907 -1.829 -1.848 -0.469 -0.331 0.41

# 6
25
Properties=species:S:1:pos:R:3:forces:R:3:mulliken_charge:R:1 method="wB97M-V/def2-TZVPD" total_charge=-1 gap_ev=8.50 lumo_energy_ev=3.130
S 2.787 0.137 -0.485 -0.036 -0.160 0.116 -0.26
O -0.541 -2.522 -2.766 -0.233 -1.186 0.378 -0.70
O 0.245 2.111 -1.904 -0.409 0.666 -0.153 -0.68
O -0.792 -3.252 -0.045 0.824 -0.607 0.061 -0.82
O -2.224 1.554 1.940 0.096 -0.032 -0.057 -0.74
O -0.975 2.603 0.392 0.083 -0.164 -0.018 -0.84
N -1.602 -0.896 0.999 0.174 -0.170 -0.207 -0.71
C -0.723 0.229 0.634 -0.610 0.581 0.212 0.64
C 1.628 -0.779 0.598 0.406 -0.033 -0.019 -0.44
C 0.626 0.106 1.328 0.155 0.034 0.323 -0.85
C -1.381 1.591 1.029 -0.055 0.049 0.038 0.31
H 0.460 -0.265 2.348 -0.096 -0.160 -0.121 0.35
H -0.605 0.232 -0.451 0.131 -0.060 -0.044 -0.03
H 1.888 0.910 -1.110 -0.148 0.057 -0.088 0.15
H -0.068 2.825 -2.489 0.290 -0.559 0.358 0.25
H -0.199 2.331 -1.021 0.122 -0.115 -0.141 0.46
H -0.689 -2.885 -1.853 0.185 0.507 -0.627 0.42
H 0.111 -3.379 0.310 -0.823 0.098 -0.301 0.31
H -0.455 -1.583 -2.672 0.087 0.727 0.217 0.30
H 2.298 -1.294 1.291 -0.068 0.057 0.035 0.35
H 1.065 1.093 1.482 -0.051 0.060 -0.220 0.43
H -2.531 -0.694 0.644 -0.012 0.066 -0.170 0.27
H -1.109 -2.391 0.345 -0.017 0.198 0.278 0.50
H -1.749 -0.844 1.998 0.064 0.099 0.265 0.27
H 1.127 -1.549 0.017 -0.060 0.047 -0.118 0.06

# 7
25
Properties=species:S:1:pos:R:3:forces:R:3:mulliken_charge:R:1 method="wB97M-V/def2-TZVPD" total_charge=-1 gap_ev=8.76 lumo_energy_ev=3.514
O -2.317 -0.288 3.139 -0.053 -0.031 0.016 -0.70
O -1.262 -0.439 0.652 0.059 0.013 -0.045 -0.74
O 0.906 0.856 2.003 -0.143 0.042 -0.112 -0.55
O 0.219 -0.710 -1.000 0.130 -0.182 -0.131 -0.77
O 2.427 -2.786 -1.887 -0.020 0.058 -0.170 -0.66
O -0.027 -3.455 0.174 0.082 0.180 -0.424 -0.69
N 0.381 1.965 -1.461 -0.177 0.259 0.298 -0.44
C -0.430 -0.019 -0.190 -0.204 0.352 0.124 0.39
C -0.161 1.522 -0.171 0.664 -1.283 -0.600 0.31
C -0.562 2.718 -2.262 0.405 0.801 0.267 -0.95
C 0.874 1.786 0.931 0.059 0.546 0.508 -0.81
H -1.964 -1.149 3.392 -0.034 0.143 -0.128 0.29
H 1.864 1.814 0.477 -0.018 -0.280 -0.122 0.35
H 1.616 -2.925 -1.379 0.032 -0.105 0.077 0.40
H 0.677 1.117 -1.931 -0.018 -0.062 -0.071 0.27
H -1.539 2.254 -2.438 0.029 -0.218 -0.223 0.33
H 0.720 2.794 1.346 -0.099 0.024 -0.079 0.23
H 2.319 -1.882 -2.203 -0.051 -0.014 0.139 0.32
H -2.107 -0.223 2.182 0.075 -0.116 0.165 0.45
H 0.202 -2.516 0.047 -0.105 0.145 0.228 0.26
H -1.116 1.986 0.017 -0.277 0.359 0.243 0.32
H -0.754 3.675 -1.759 -0.140 -0.129 0.103 0.32
H -0.071 3.032 -3.186 -0.236 -0.366 -0.221 0.35
H -0.814 -3.496 -0.381 -0.024 -0.131 0.144 0.33
H 0.035 0.433 2.061 0.063 -0.003 0.014 0.39

# 8
23
Properties=species:S:1:pos:R:3:forces:R:3:mulliken_charge:R:1 method="wB97M-V/def2-TZVPD" smiles="[NH3+]CCC[Si](P)(P)C=O" total_charge=+1 gap_ev=8.77 lumo_energy_ev=-3.687
P 2.280 2.821 -0.589 -0.096 -0.093 1.012 -0.16
P -0.411 2.659 1.460 1.743 0.791 -0.613 -0.07
Si 0.652 1.237 0.000 0.698 -0.881 1.488 0.13
O -0.964 0.376 -2.024 -1.425 -0.747 -0.860 -0.58
N -1.853 -1.645 -0.541 1.873 -0.601 -2.610 -0.25
C -1.018 -2.001 0.678 -1.209 -1.425 -0.326 -0.69
C 0.475 -1.882 0.399 -0.695 -0.716 0.972 -0.62
C -0.509 1.340 -1.459 1.656 0.394 -0.049 -0.02
C 1.167 -0.565 0.680 2.118 1.184 -1.796 -0.68
H -1.296 -3.084 0.934 0.357 1.589 -0.347 0.34
H 3.457 2.210 -1.052 -0.270 -0.742 -0.565 0.11
H -0.551 2.356 -1.895 -0.570 -0.061 -0.290 0.38
H 0.736 -2.287 -0.587 -0.306 0.347 -0.081 0.38
H 1.461 -0.342 1.724 -0.494 -0.496 -0.298 0.41
H 2.872 2.660 0.702 -0.455 0.405 0.051 0.11
H -1.464 -0.794 -1.174 -0.393 -0.623 1.300 0.23
H 0.904 -2.642 1.064 0.153 0.201 0.038 0.38
H 2.169 -0.793 0.154 -1.088 0.944 0.870 0.33
H -0.476 3.303 0.164 -0.296 0.405 0.825 0.06
H -1.578 -2.418 -1.193 -0.956 0.594 0.346 0.42
H -1.412 -1.372 1.443 0.231 0.449 0.902 0.37
H -2.873 -1.607 -0.489 0.270 -0.111 0.438 0.35
H -1.767 2.470 1.601 -0.848 -0.809 -0.408 0.07

ΔE to the lowest compared entry with this formula, charge and spin (kcal/mol)
37.6 15.1 41.8 14.4 45.4 0.0 25.3 21.8
E (Eh)
-441.2588 -441.2947 -441.0970 -440.5265 -440.4772 -990.0692 -667.1023 -1262.6825